Record 1
A molecular structure, C37H60Cl2N6O2P2S2V in a non-equilibrium geometry. Source: the OMol25 dataset; level of theory: wB97M-V/def2-TZVPD.

Last column: Löwdin charge in e.
CARTESIAN COORDINATES (ANGSTROEM)
C: -0.728906 2.962214 3.341006  -0.78
P: 0.291611 0.179149 1.270982  0.96
C: -1.049790 -0.960905 -2.960656  -0.01
H: -4.746580 6.536997 -3.751329  0.07
H: 7.476217 -1.939395 1.638087  0.08
H: -4.498194 1.207079 -1.513430  -0.05
C: -5.879964 2.662554 -0.149043  -0.71
H: -1.515011 -1.638214 1.818704  -0.03
Cl: 5.485932 -1.073397 -3.743522  0.29
H: -2.083904 5.843237 0.917655  0.09
H: -4.650199 3.947364 1.208250  0.07
C: 2.709934 1.728666 0.886246  -0.15
H: 2.867416 -1.642182 1.258932  0.10
S: -0.944126 2.120647 4.859094  1.08
H: 7.433692 0.268183 4.856636  0.04
H: 0.208456 -6.617906 -4.495597  0.07
H: 2.383139 1.863208 -0.147267  0.07
C: -5.694319 3.523171 1.049414  -0.17
C: -0.995964 0.686637 -1.230116  -0.28
H: -4.892831 4.518952 -2.005660  0.10
C: 7.004098 0.903382 4.137443  -0.26
H: -4.523276 -0.558558 3.108951  0.14
C: 6.782798 -0.930769 -2.300210  -0.07
H: 4.843118 0.384274 4.595197  0.03
C: 0.234574 -3.236635 -2.787627  -0.05
H: 4.133304 -4.486767 -2.234298  0.13
H: -0.624836 -3.853692 -2.267661  0.14
H: 3.785884 1.852721 1.121597  0.09
H: 6.416184 -5.014106 2.324366  0.00
H: 1.100675 -1.992368 -0.566558  0.12
N: 2.875226 -5.823402 -4.856114  0.12
H: 2.286295 2.550186 1.480933  0.03
H: -1.943319 0.918530 -3.153275  0.12
H: 6.892046 -5.162511 3.032522  0.01
C: -3.186135 5.181324 -2.530613  -0.24
C: -8.684896 0.684638 -3.739618  -0.44
H: 5.299763 2.547196 4.394157  0.15
V: -0.426620 2.375612 1.068070  0.71
N: -1.778519 3.257551 2.432648  -0.07
C: 2.164020 0.391531 1.245396  -0.65
H: 9.149833 -2.527240 0.616809  0.06
N: 1.340194 2.325312 3.900705  0.04
C: -1.366360 0.272482 -2.479684  -0.07
H: 7.398562 0.034718 3.583073  0.05
H: -3.235306 -1.449521 1.553632  0.03
H: -5.872010 3.016958 2.020456  0.09
C: 0.236589 -1.467436 -1.070965  -0.13
H: 9.422236 -0.941964 1.566213  0.01
H: 0.000135 -3.375395 -3.855342  0.06
H: 2.750170 -0.923041 -0.448732  -0.04
H: -1.812971 -2.479513 4.161129  0.13
P: -4.325591 1.843323 -0.316943  1.01
C: 1.689194 -0.322736 5.667769  -0.05
C: -5.134244 -4.843413 -3.294862  -0.52
H: 1.175397 -3.551760 -2.451451  0.04
C: -3.901893 4.180836 -1.914082  -0.09
C: 5.567530 1.172831 4.211512  -0.10
C: -1.143920 4.076964 -1.844624  -0.06
C: -2.494741 -2.081840 2.005276  -0.16
C: 1.405634 -5.341806 -5.482697  -0.20
H: 0.960136 1.530916 6.859648  0.11
H: 7.511392 1.971387 3.962423  0.11
N: 3.414423 -5.515734 -2.533185  0.07
Cl: 4.824395 -2.105749 -0.952091  0.08
C: 0.389394 -6.394553 -5.534669  -0.14
H: 1.437662 -4.868882 -6.549510  0.13
C: -1.791700 5.215686 -2.313424  -0.08
C: 3.150215 -5.513193 -3.760903  -0.47
C: -3.260740 3.254783 -1.108246  -0.28
S: -6.723267 -4.984415 -3.019270  0.52
C: -0.063885 -0.191796 -0.582000  -0.32
C: -0.100081 -1.890347 -2.272647  -0.28
H: -6.346648 4.389767 0.924328  0.09
H: 2.483448 1.596969 6.115881  0.06
H: -3.111777 7.118398 -3.607078  0.05
H: 3.994541 -0.417848 0.730312  0.03
H: -1.220105 6.158689 -2.503119  0.12
H: -7.710393 2.001437 0.932439  0.06
O: -9.617644 0.084590 -3.760994  0.26
H: -3.654671 -0.985374 5.043765  0.04
H: -6.125303 3.110904 -1.053366  0.07
N: 0.535204 3.043959 2.947059  -0.08
H: 2.070467 0.598547 -4.122061  -0.10
C: -3.635418 -1.090924 3.923556  -0.09
H: 9.108191 -2.104540 2.544447  -0.03
H: -2.654021 2.765291 2.651309  0.04
H: -3.568819 5.641484 -4.572631  0.08
C: -6.950068 1.667385 0.261002  -0.15
H: 1.947327 -0.949255 6.551566  0.09
H: 3.706003 1.215764 -3.539274  0.00
C: 1.556435 1.225306 5.964250  -0.20
C: -2.631203 -1.920135 3.535258  -0.27
H: 2.422798 0.122177 2.263155  0.05
C: 8.728435 -1.834549 1.549897  -0.13
H: 2.510683 -0.334432 4.941506  0.05
H: -2.497711 -3.217080 1.743533  0.10
H: -6.386949 0.854567 0.798509  0.06
C: -1.860286 3.030894 -1.312034  -0.33
H: 1.020947 -4.604032 -4.773046  0.04
N: -1.099046 2.017146 -0.624621  -0.15
H: -7.510116 1.046216 -0.572902  0.10
H: 0.840488 -0.654522 5.168626  0.03
H: 0.031104 4.139461 -1.763172  0.15
H: -1.320159 -1.091089 -3.932290  0.07
H: -2.094443 -11.919009 -1.076957  0.00
O: -7.624174 1.208576 -3.746623  0.17
H: -0.615334 -5.866140 -5.738797  0.11
C: -3.690598 6.224825 -3.639257  -0.03
H: 0.531995 -7.247746 -6.199426  0.08
C: 2.303906 1.520037 -3.470031  0.13
C: 2.964828 -0.762645 0.554130  -0.27
C: 0.744706 1.926874 4.926144  -0.68

Cartesian forces (eV/Å) of the 2 atoms listed first:
-2.30 -0.09 -0.98
0.80 0.13 -1.43

As for the spin multiplicity: 4. The relative energy (zero: lowest compared OMol25 entry of this formula, charge and spin) comes out at 38.7850 eV. Its calculated total energy is -5266.943117 hartree. The value obtained for the largest force on an atom is 7.67 eV Å⁻¹. The calculation puts the gap between HOMO and LUMO (spin up / spin down) at 3.64 / 3.64 eV.



Record 2
12 unconnected molecules or ions with the total composition C37H61BrCl2FN13O4P in a non-equilibrium geometry. Source: the OMol25 dataset; level of theory: wB97M-V/def2-TZVPD.

Last column: Löwdin charge in e.
CARTESIAN COORDINATES (ANGSTROEM)
Br: -3.467175 2.843743 0.379613  0.71
C: -1.500077 4.263732 2.664757  -0.25
H: 0.523808 -0.396712 5.117063  0.06
H: 4.279956 2.430406 -0.122757  0.05
H: -3.712815 4.568758 3.897906  0.07
C: -4.798409 0.420205 2.428363  -0.13
N: -6.364821 -4.829155 1.679563  0.11
C: 1.798796 -6.755384 4.103296  -0.27
H: -1.837930 3.826120 -2.026268  0.04
H: 3.850460 4.067286 -0.652386  0.06
H: 0.246074 -5.735679 3.063668  0.06
H: -1.864945 4.776718 1.726264  0.08
N: 0.472374 -1.367622 4.758505  -0.05
C: 1.078413 -5.501473 3.728347  -0.08
N: -5.204253 -8.841213 -2.993965  0.10
H: -6.029821 4.768184 -2.460705  0.08
H: 5.746237 5.085803 -3.513832  0.08
H: 0.301137 3.980782 1.413151  0.07
H: 2.582316 2.948726 -0.107282  0.06
H: -5.062023 -0.549113 2.984321  0.14
H: -3.645753 -2.194354 -2.135099  0.07
C: -1.766123 3.482041 -3.058731  -0.09
H: 6.900771 4.583246 -2.261056  0.08
C: -2.289119 2.951528 3.076841  -0.33
C: 3.087199 -3.291578 6.107297  -0.25
C: 6.317824 4.245053 -3.118560  -0.07
N: 3.290517 -2.576166 5.209564  0.13
C: -0.284007 -5.611545 -4.943937  -0.07
H: -1.661530 5.019851 3.512256  0.10
H: -1.359145 -5.575316 -4.765057  0.07
H: -0.328909 0.849674 -1.221742  0.11
H: -2.268669 2.517600 -3.147938  0.07
H: 9.801421 3.201301 -4.933922  0.03
H: -3.483112 -0.822668 -0.960610  0.07
H: -8.055520 -2.124192 1.941682  0.08
C: 10.909805 4.704637 -5.954818  -0.27
H: 1.760214 -4.819669 3.218606  0.07
H: 7.398504 -1.035720 -5.079236  0.08
H: -1.468709 -0.735461 4.188241  0.10
H: -3.253377 -6.598655 -1.805561  0.03
C: -3.700797 3.439984 3.714297  -0.10
H: -2.091176 0.353346 0.039124  0.02
H: 6.153529 -0.637372 -3.874961  0.08
C: -5.627681 5.224361 -3.366137  -0.06
H: -2.261127 4.204599 -3.706617  0.04
C: 0.037247 -0.511494 2.447223  -0.24
H: -3.842257 2.968292 4.740799  0.08
C: 1.220558 -1.119803 -2.107585  -0.13
C: -0.607510 -1.270427 3.691543  -0.30
C: -6.928240 -3.846312 1.399922  -0.26
H: 7.669178 -1.411666 -3.363817  0.08
N: 4.675169 2.287929 -2.380525  0.14
C: -2.871466 -1.522619 -1.622412  -0.13
H: -4.905972 -6.011131 -1.528003  0.08
O: -5.382864 0.297870 1.093980  -0.14
H: 1.390127 -1.511213 4.314329  0.01
C: -2.516588 1.907057 1.900232  -0.66
N: 11.066699 5.420576 -6.863063  0.10
H: -5.490012 4.452011 -4.123681  0.08
H: -8.471196 -2.814864 0.359201  0.08
H: 0.558924 5.073621 2.832551  0.07
H: 1.551248 -0.294604 -2.828674  0.07
N: 0.768324 -3.193330 -4.598242  0.14
H: -0.103141 -5.952164 -5.963981  0.07
O: -2.613378 -0.630464 1.863229  -0.29
H: -6.966961 -1.891079 0.557519  0.06
N: 3.898151 4.154242 2.548516  0.10
H: 0.510334 3.210031 3.107180  0.07
C: -0.332243 3.345219 -3.454616  -0.26
C: 1.353612 -0.467942 -0.636625  -0.23
H: 0.994183 -1.052644 2.180407  0.06
H: 0.169841 -6.316398 -4.246568  0.08
Cl: -1.802100 -4.201738 -1.382914  0.52
C: 0.081726 4.080886 2.532095  -0.12
H: 10.617531 4.368596 -3.873843  0.08
H: 1.994779 -1.951184 -2.237145  0.07
C: -4.786155 -7.981473 -2.324055  -0.27
H: 2.251232 -5.070905 6.919145  0.07
O: -1.186841 1.441868 1.622724  -0.37
H: 11.559542 3.111587 -4.702609  0.08
C: 3.613122 3.271838 0.052391  -0.10
N: 8.325836 1.700281 -3.706845  0.14
O: -6.940741 1.316513 0.106809  0.02
H: -4.579933 3.228949 3.034350  0.04
H: -1.713267 2.460142 3.929349  0.15
N: 0.788046 3.238283 -3.765270  0.11
H: 0.365059 0.510353 2.842974  0.10
H: -3.021121 0.666524 3.581042  0.14
C: -1.130858 -1.994984 0.277603  -0.58
H: 3.772104 -4.552553 7.677001  0.08
C: 7.846704 0.647935 -3.860683  -0.22
C: 0.307768 -4.254383 -4.749885  -0.25
N: -6.553348 1.003230 1.183600  -0.08
H: -6.335865 5.965895 -3.737184  0.08
N: 2.362014 -7.735327 4.396299  0.10
H: 6.997177 3.881929 -3.889608  0.04
N: -3.292617 6.404682 -2.827086  0.13
Cl: -0.113764 -3.337940 1.044242  0.55
C: -1.886546 -2.447631 -0.821203  -0.67
C: 5.394060 3.148239 -2.704326  -0.25
H: 2.310866 0.164446 -0.686803  0.10
C: 3.776986 3.767828 1.452853  -0.26
C: 0.176435 0.520691 -0.260951  -0.30
H: -0.931347 -2.333750 3.494985  0.07
H: 0.168705 -1.462615 -2.327763  0.04
C: 10.709018 3.788016 -4.792316  -0.08
P: -1.151504 -0.214714 0.973956  0.63
C: -4.319345 5.878701 -3.065625  -0.25
H: 0.692107 -5.013821 4.624304  0.07
C: -3.221064 0.531221 2.456049  -0.29
H: -4.194914 -7.211493 -0.429835  0.08
F: 0.797229 1.664211 0.402353  -0.14
C: 7.227475 -0.695561 -4.057410  -0.05
C: -7.651273 -2.589190 1.041808  -0.07
C: -4.251080 -6.880594 -1.467281  -0.08
H: -5.332209 1.239147 3.017820  0.11
H: -2.344643 -0.945443 -2.439984  0.08
C: 2.826777 -4.208128 7.256569  -0.06
H: 1.571093 -1.293109 0.101781  0.06
H: 2.263016 -3.682779 8.028104  0.08

Cartesian forces (eV/Å) of the 2 atoms listed first:
0.15 -0.31 0.18
1.04 0.18 0.86

As for the spin multiplicity: 1. Its calculated total energy is -6394.571490 hartree. The value obtained for the largest force on an atom is 4.33 eV Å⁻¹. The calculation puts the gap between HOMO and LUMO at 7.17 eV. The charge is -1.